No. 1
{"formula": "C4H7N2O", "method": "ωB97M-V/def2-TZVPD", "elements": ["C", "C", "C", "C", "N", "N", "O", "H", "H", "H", "H", "H", "H", "H"], "xyz": [[1.71013, -0.93801, 0.53296], [-0.92189, -1.54234, -0.03630], [0.11209, 1.10724, 0.58833], [-1.07230, 0.67446, -0.36472], [1.23027, 0.26642, 0.50117], [1.85541, -0.22724, -0.74876], [-1.54276, -0.51894, 0.31251], [-0.26152, -1.69693, -0.77680], [-1.26708, -2.59538, 0.35733], [0.23029, 2.22800, 0.33721], [-0.13178, 1.06253, 1.69815], [-1.96784, 1.28118, -0.18425], [-0.69797, 0.59847, -1.34802], [2.72495, 0.30055, -0.86883]], "lumo_ev": [-5.699, -7.642], "multiplicity": 3, "e_above_lowest_ev": 6.519, "e_homo_ev": [-11.673, -14.728], "s2": 2.007, "homo_lumo_gap_ev": [5.974, 7.086], "total_charge": 1}



No. 2
{"formula": "C60H64F8O4", "method": "ωB97M-V/def2-TZVPD", "elements": ["F", "C", "C", "C", "C", "C", "C", "H", "H", "H", "H", "H", "F", "C", "C", "C", "C", "C", "C", "H", "H", "H", "H", "H", "F", "C", "C", "C", "C", "C", "C", "H", "H", "H", "H", "H", "F", "C", "C", "C", "C", "C", "C", "H", "H", "H", "H", "H", "F", "C", "C", "C", "C", "C", "C", "H", "H", "H", "H", "H", "F", "C", "C", "C", "C", "C", "C", "H", "H", "H", "H", "H", "F", "C", "C", "C", "C", "C", "C", "H", "H", "H", "H", "H", "F", "C", "C", "C", "C", "C", "C", "H", "H", "H", "H", "H", "C", "C", "C", "O", "H", "H", "H", "H", "H", "H", "C", "C", "C", "O", "H", "H", "H", "H", "H", "H", "C", "C", "C", "O", "H", "H", "H", "H", "H", "H", "C", "C", "C", "O", "H", "H", "H", "H", "H", "H"], "xyz": [[-0.60992, 7.31052, -3.29884], [-1.29580, 6.43421, -2.51662], [-0.83804, 5.11326, -2.46979], [-1.53076, 4.19366, -1.71548], [-2.59737, 4.68147, -0.94690], [-2.96253, 5.99951, -0.93886], [-2.36288, 6.90764, -1.81514], [-0.00449, 4.91937, -3.13317], [-1.25066, 3.15544, -1.74315], [-3.13799, 3.98166, -0.31837], [-3.84080, 6.34025, -0.40436], [-2.67479, 7.94148, -1.81695], [-2.05209, -6.42130, 3.56494], [-1.72050, -5.14405, 3.80291], [-2.52110, -4.35801, 4.61093], [-2.27066, -3.00955, 4.69430], [-1.08857, -2.44663, 4.18429], [-0.20919, -3.26529, 3.49101], [-0.54935, -4.60636, 3.30731], [-3.45028, -4.73061, 5.02674], [-2.97613, -2.40239, 5.24739], [-0.91285, -1.38867, 4.32322], [0.73148, -2.91465, 3.09044], [0.06194, -5.28397, 2.72060], [-3.62481, -5.53753, -4.13118], [-2.95009, -4.39554, -4.34159], [-2.02914, -4.00576, -3.39122], [-1.41822, -2.74920, -3.41847], [-1.73454, -1.92756, -4.49145], [-2.67517, -2.31154, -5.45029], [-3.23080, -3.58175, -5.43943], [-1.71979, -4.61200, -2.54959], [-0.74679, -2.37680, -2.65877], [-1.29448, -0.93977, -4.55555], [-2.97792, -1.61656, -6.22167], [-3.91945, -3.97699, -6.17409], [1.96187, -4.39812, -0.47134], [0.98098, -5.25473, -0.13122], [-0.33339, -4.93035, -0.32055], [-1.29873, -5.82716, 0.10963], [-0.99970, -7.08938, 0.59695], [0.36011, -7.42495, 0.71688], [1.32862, -6.47637, 0.45001], [-0.55931, -3.89088, -0.53103], [-2.33588, -5.53228, 0.00164], [-1.84474, -7.74637, 0.73838], [0.66209, -8.36378, 1.16206], [2.39154, -6.65369, 0.56085], [-2.58531, 1.48663, -1.09784], [-3.42038, 0.93996, -2.01345], [-3.33993, 1.35999, -3.32065], [-4.16742, 0.77173, -4.28481], [-4.87089, -0.35800, -3.95200], [-4.96006, -0.78962, -2.62777], [-4.18131, -0.18443, -1.65345], [-2.63303, 2.13438, -3.58771], [-4.04763, 1.09374, -5.31069], [-5.40196, -0.95894, -4.68090], [-5.52887, -1.68201, -2.40715], [-4.24069, -0.51578, -0.62832], [0.23659, 6.66603, 1.47469], [0.87600, 5.80501, 2.26468], [1.08646, 4.50375, 1.80056], [1.81975, 3.62214, 2.58236], [2.18846, 3.96393, 3.89185], [1.89288, 5.22487, 4.35386], [1.27603, 6.15604, 3.54417], [0.79916, 4.18356, 0.80703], [2.04986, 2.62981, 2.21456], [2.64661, 3.22079, 4.53078], [2.23794, 5.53811, 5.33153], [1.28188, 7.20319, 3.82203], [5.44962, 1.77203, 2.05300], [5.52001, 1.26520, 0.80913], [6.62598, 1.58564, 0.00430], [6.65988, 1.06515, -1.28231], [5.63807, 0.25212, -1.76205], [4.54868, -0.03318, -0.95642], [4.44960, 0.55814, 0.30238], [7.40077, 2.22479, 0.40230], [7.47381, 1.32639, -1.94678], [5.68752, -0.17446, -2.75503], [3.71704, -0.55263, -1.40921], [3.54709, 0.30713, 0.84781], [-6.79041, 2.06904, 3.26369], [-5.92601, 1.11167, 2.95261], [-6.19067, -0.18312, 3.41437], [-5.28871, -1.19691, 3.16031], [-4.24941, -0.95657, 2.28259], [-4.00822, 0.29862, 1.73691], [-4.84878, 1.33421, 2.12496], [-7.03382, -0.15888, 4.09833], [-5.53324, -2.18605, 3.52320], [-3.63714, -1.82859, 2.07185], [-3.16621, 0.53226, 1.10416], [-4.71232, 2.33989, 1.73985], [3.92678, 3.57719, -0.61430], [3.14784, 3.74104, -1.89394], [3.77051, 4.48900, -3.01567], [2.05554, 3.23120, -2.02752], [3.31791, 3.17740, 0.18996], [4.24455, 4.58927, -0.33160], [4.87498, 3.04372, -0.69771], [3.95676, 5.55148, -2.84407], [3.15427, 4.49145, -3.91691], [4.70500, 4.02647, -3.34549], [4.26999, 0.88212, 4.97800], [2.85515, 0.59996, 5.45314], [2.22749, -0.63350, 4.86875], [2.36067, 1.22833, 6.35541], [5.06785, 0.69843, 5.69505], [4.27151, 1.93500, 4.67932], [4.57253, 0.36246, 4.06738], [1.31093, -0.93568, 5.38181], [2.89175, -1.49680, 4.96521], [1.95246, -0.57799, 3.81200], [1.83595, -2.38510, -5.21442], [2.60691, -1.91386, -4.01713], [2.52441, -2.68287, -2.69288], [3.07592, -0.79621, -3.99195], [1.20406, -3.23639, -4.96825], [2.43959, -2.60935, -6.09354], [1.21534, -1.53107, -5.48989], [3.44958, -2.66466, -2.12493], [2.28025, -3.74272, -2.78850], [1.65989, -2.27361, -2.16768], [0.18674, 1.25692, 0.14090], [0.64097, 0.04871, 0.91104], [0.11532, -1.27400, 0.38909], [1.45667, 0.03122, 1.80270], [-0.85019, 1.52795, 0.33077], [0.24980, 0.93353, -0.89786], [0.81210, 2.10683, 0.39124], [0.61081, -2.05654, 0.96405], [0.23282, -1.51589, -0.66782], [-0.95758, -1.37816, 0.58748]], "lumo_ev": 0.419, "multiplicity": 1, "e_above_lowest_ev": 0.441, "e_homo_ev": -8.921, "homo_lumo_gap_ev": 9.340}



No. 3
{"formula": "C4H12NS2", "method": "ωB97M-V/def2-TZVPD", "elements": ["C", "C", "S", "S", "C", "C", "N", "H", "H", "H", "H", "H", "H", "H", "H", "H", "H", "H", "H"], "xyz": [[-3.36682, -0.07760, 0.96474], [-2.02099, -0.56327, 1.51407], [-0.75933, -0.76219, 0.09316], [-0.34749, 1.24285, -0.40239], [1.48690, 1.16697, -0.20506], [2.34067, 0.47048, -1.29357], [2.11600, -1.02513, -1.24220], [-3.26498, 0.95483, 0.57470], [-3.74021, -0.82542, 0.28293], [-3.99394, 0.14960, 1.83002], [-1.61679, 0.21137, 2.16552], [-2.04059, -1.52718, 2.02299], [1.72913, 0.68836, 0.74275], [1.86016, 2.18916, -0.09961], [3.39223, 0.74145, -1.22025], [2.09669, 0.91322, -2.23871], [1.41260, -1.22393, -1.95626], [1.73303, -1.16133, -0.28821], [2.98374, -1.56226, -1.24463]], "lumo_ev": -3.479, "multiplicity": 1, "e_above_lowest_ev": 0.621, "e_homo_ev": -12.414, "homo_lumo_gap_ev": 8.935, "total_charge": 1}



No. 4
{"formula": "C23H29Cl5N6O6Ti", "method": "ωB97M-V/def2-TZVPD", "elements": ["Ti", "Cl", "C", "C", "Cl", "C", "Cl", "C", "O", "C", "Cl", "C", "Cl", "N", "C", "C", "C", "C", "N", "C", "N", "N", "C", "O", "O", "H", "H", "H", "H", "H", "H", "H", "H", "H", "H", "H", "H", "H", "H", "N", "C", "N", "O", "H", "H", "H", "H", "C", "C", "C", "C", "C", "C", "C", "C", "C", "C", "O", "O", "H", "H", "H", "H", "H", "H", "H", "H", "H", "H", "H"], "xyz": [[-0.17762, 0.19297, -0.11053], [-3.92275, 5.96993, 2.62717], [-3.35029, 4.46939, 2.00943], [-2.74348, 4.40476, 0.75524], [-2.56974, 5.83319, -0.18397], [-2.27350, 3.19275, 0.26511], [-1.50376, 3.08615, -1.27507], [-2.38900, 1.99860, 1.00451], [-1.94594, 0.86356, 0.57331], [-3.01881, 2.09424, 2.26155], [-3.18771, 0.62844, 3.16681], [-3.48436, 3.30063, 2.75884], [-4.21751, 3.36258, 4.31864], [-1.34231, -1.80994, 0.33569], [-0.61622, -2.18606, 1.54417], [-0.90811, -3.57156, 2.14999], [-1.22412, -3.54689, 3.64595], [-0.04960, -3.16373, 4.54579], [0.36265, -1.76979, 4.42363], [-0.26429, -0.74301, 4.97924], [-1.16540, -0.94335, 5.96485], [0.03670, 0.49461, 4.60990], [0.87800, -1.98358, 1.22878], [1.71904, -2.33189, 2.05682], [1.13114, -1.43165, 0.09703], [-2.33802, -1.69958, 0.47894], [-1.16321, -2.44537, -0.43390], [-0.87767, -1.41705, 2.27452], [-0.06349, -4.24025, 1.96923], [-1.76863, -3.99925, 1.62940], [-1.56869, -4.53733, 3.95477], [-2.05979, -2.86081, 3.83081], [0.82892, -3.75846, 4.29944], [-0.27800, -3.38305, 5.59181], [1.01512, -1.59030, 3.65453], [-1.45868, -1.87440, 6.19474], [-1.80573, -0.20085, 6.18554], [0.36013, 0.63629, 3.62831], [-0.50948, 1.24491, 5.00002], [1.05090, 2.67028, 1.08741], [1.24826, 1.26259, 1.17567], [2.60792, 0.88699, 1.18021], [0.42665, 0.59502, 1.95134], [1.38808, 3.04770, 0.20840], [0.07225, 2.90709, 1.19593], [3.11009, 1.30441, 0.40512], [2.68173, -0.12244, 1.10201], [2.78879, -0.28650, -7.72969], [2.20970, -0.11232, -6.35344], [2.99834, -0.26066, -5.22258], [2.47647, -0.11508, -3.94122], [3.38977, -0.28838, -2.75660], [1.11288, 0.16589, -3.80876], [0.28634, 0.30709, -4.93177], [-1.18282, 0.61377, -4.82341], [0.85975, 0.17853, -6.18920], [0.53133, 0.31951, -2.45088], [-0.55335, -0.26048, -2.13610], [1.11919, 1.00854, -1.56155], [3.87320, -0.18248, -7.72070], [2.38021, 0.44748, -8.42476], [2.55320, -1.27717, -8.12459], [4.05169, -0.49419, -5.33262], [4.28367, -0.83445, -3.05739], [2.91217, -0.82746, -1.93869], [3.69846, 0.68127, -2.36261], [-1.38685, 1.40110, -4.09729], [-1.74198, -0.26191, -4.49506], [-1.56620, 0.93179, -5.79236], [0.23438, 0.30956, -7.06585]], "lumo_ev": [-0.028, -0.026], "multiplicity": 1, "e_homo_ev": [-6.584, -6.122], "homo_lumo_gap_ev": [6.556, 6.096]}



Q: The highest multiplicity belongs to which entry?
A: C4H7N2O



Q: Number 4 is which compound?
A: C23H29Cl5N6O6Ti